# 1
C6H12O2S | ωB97M-V with the def2-TZVPD basis set

HOMO energy = -0.339 hartree
structure (SMILES) = CC1(C)C(C)(C)S1(=O)=O
ΔE to the lowest compared entry with this formula, charge and spin = 85.5 kcal per mole
electronic energy = -784.3710 a.u.
LUMO level = 0.60 eV
frontier orbital gap = 0.361 Eh

CARTESIAN COORDINATES (ANGSTROEM)
C1 0.249 -0.335 0.785
C2 -0.137 0.389 -0.608
C3 -0.972 -0.402 1.666
C4 1.089 -1.538 0.647
C5 -1.408 1.033 -0.773
C6 0.478 -0.111 -1.911
O1 2.470 1.329 0.330
O2 0.498 2.364 1.308
S1 1.045 1.250 0.553
H1 -0.896 -1.109 2.558
H2 -1.813 -0.933 1.024
H3 -1.339 0.597 1.861
H4 0.711 -2.188 1.476
H5 2.093 -1.241 0.872
H6 1.077 -1.986 -0.338
H7 -1.885 1.184 0.130
H8 -1.927 0.531 -1.645
H9 -1.242 2.117 -1.166
H10 1.284 0.527 -2.431
H11 -0.375 -0.392 -2.556
H12 1.001 -1.086 -1.781

Here are the natural (NBO) charges for atoms 1 to 8, given in e: -0.273, -0.190, -0.621, -0.631, -0.647, -0.640, -0.908, -0.931


# 2
C6H12O3S | ωB97M-V with the def2-TZVPD basis set

HOMO energy = -0.317 hartree
ΔE to the lowest compared entry with this formula, charge and spin = 15.7 kcal per mole
electronic energy = -859.6413 a.u.
LUMO level = 0.62 eV
frontier orbital gap = 0.340 Eh

CARTESIAN COORDINATES (ANGSTROEM)
C1 -1.046 0.087 0.131
C2 1.751 -0.833 0.549
C3 2.054 0.500 -1.684
C4 1.472 1.686 0.459
C5 -3.568 -1.472 0.548
C6 1.318 0.409 -0.326
O1 -1.064 0.318 1.302
O2 -3.689 0.959 -0.371
O3 -0.119 0.163 -0.755
S1 -2.901 -0.219 -0.679
H1 1.421 -0.646 1.540
H2 1.277 -1.776 0.105
H3 2.817 -0.853 0.561
H4 1.480 1.120 -2.291
H5 2.061 -0.671 -1.925
H6 3.035 0.922 -1.483
H7 0.874 1.648 1.362
H8 2.495 1.669 0.695
H9 1.206 2.536 -0.149
H10 -4.049 -2.194 -0.042
H11 -4.000 -1.172 1.522
H12 -2.825 -2.182 0.931

Here are the natural (NBO) charges for atoms 1 to 8, given in e: 0.663, -0.647, -0.622, -0.658, -0.845, 0.314, -0.594, -0.947


# 3
C6H12O4S | ωB97M-V with the def2-TZVPD basis set

HOMO energy = -0.414 hartree
ΔE to the lowest compared entry with this formula, charge and spin = 22.4 kcal per mole
electronic energy = -934.9319 a.u.
LUMO level = 0.71 eV
frontier orbital gap = 0.440 Eh

CARTESIAN COORDINATES (ANGSTROEM)
C1 3.461 -0.415 0.342
C2 2.408 -0.042 -0.693
C3 0.997 -0.531 -0.311
C4 0.143 0.649 0.123
C5 -1.313 0.292 0.454
C6 -2.304 1.182 -0.329
O1 -3.412 0.325 -0.696
S1 -3.290 -0.979 0.214
O2 -3.907 -2.062 -0.409
O3 -3.656 -0.659 1.531
O4 -1.706 -1.042 0.079
H1 3.011 -0.414 1.328
H2 4.267 0.303 0.335
H3 3.849 -1.410 0.168
H4 2.384 1.038 -0.760
H5 2.682 -0.412 -1.670
H6 0.534 -1.015 -1.160
H7 1.096 -1.222 0.514
H8 0.575 1.076 1.018
H9 0.150 1.405 -0.649
H10 -1.452 0.445 1.513
H11 -1.920 1.504 -1.280
H12 -2.597 1.983 0.337

Here are the natural (NBO) charges for atoms 1 to 8, given in e: -0.602, -0.393, -0.393, -0.404, 0.044, -0.097, -0.687, 2.580


# 4
C6H12O6Pb | ωB97M-V with the def2-TZVPD basis set

HOMO energy (spin up / spin down) = 0.112 / 0.104 hartree
<S²> = 0.7741
electronic energy = -879.6786 a.u.
LUMO level (spin up / spin down) = 9.05 / 8.07 eV
frontier orbital gap (spin up / spin down) = 0.221 / 0.193 Eh
2S+1 = 2
total charge = -3

CARTESIAN COORDINATES (ANGSTROEM)
Pb1 -0.106 -0.001 0.373
O1 -0.926 -1.933 -1.092
C1 0.093 -2.089 -2.089
C2 1.645 -2.123 -1.756
O2 2.176 -1.075 -0.933
H1 0.043 -1.142 -2.627
H2 -0.138 -2.877 -2.807
H3 2.118 -1.982 -2.729
H4 1.911 -3.120 -1.403
O3 -2.224 1.348 -0.430
C3 -1.744 2.059 -1.597
C4 -0.276 2.660 -1.705
O4 0.811 2.011 -1.010
H5 -2.499 2.737 -1.997
H6 -1.747 1.229 -2.304
H7 -0.347 3.744 -1.612
H8 -0.040 2.633 -2.769
O5 -1.508 -0.431 2.607
C5 -0.636 -0.219 3.665
C6 0.977 -0.327 3.427
O6 1.509 0.454 2.362
H9 -0.992 -0.905 4.434
H10 -0.839 0.720 4.180
H11 1.364 -1.345 3.415
H12 1.374 -0.023 4.396

Here are the natural (NBO) charges for atoms 1 to 8, given in e: 1.684, -0.890, -0.103, -0.080, -0.873, 0.123, 0.094, 0.093


# 5
C6H12S | ωB97M-V with the def2-TZVPD basis set

HOMO energy = -0.317 hartree
structure (SMILES) = C/C=C/C.C=CS
ΔE to the lowest compared entry with this formula, charge and spin = 53.4 kcal per mole
electronic energy = -633.8996 a.u.
LUMO level = 0.89 eV
frontier orbital gap = 0.350 Eh

CARTESIAN COORDINATES (ANGSTROEM)
C1 -1.093 -0.520 0.105
C2 -1.777 0.598 0.202
C3 -1.357 -1.725 -0.803
C4 -1.550 1.493 1.432
C5 2.244 0.529 -1.285
C6 2.194 -0.436 -0.395
S1 2.859 -0.360 1.212
H1 -0.472 -0.677 0.982
H2 -0.440 -2.299 -0.849
H3 -2.052 -2.411 -0.415
H4 -1.710 -1.324 -1.743
H5 -2.059 1.003 2.283
H6 -2.081 2.377 1.187
H7 -0.419 1.649 1.465
H8 -2.423 0.754 -0.533
H9 1.821 0.550 -2.332
H10 2.787 1.425 -1.000
H11 1.865 -1.365 -0.667
H12 3.664 0.740 1.155

Here are the natural (NBO) charges for atoms 1 to 8, given in e: -0.169, -0.185, -0.642, -0.649, -0.406, -0.350, 0.015, 0.173


# 6
C6H12S | ωB97M-V with the def2-TZVPD basis set

HOMO energy = -0.320 hartree
structure (SMILES) = CC/C=C(/C)CS
ΔE to the lowest compared entry with this formula, charge and spin = 8.7 kcal per mole
electronic energy = -633.9707 a.u.
LUMO level = 0.88 eV
frontier orbital gap = 0.353 Eh

CARTESIAN COORDINATES (ANGSTROEM)
C1 -2.105 1.664 -0.735
C2 -1.811 0.176 -0.951
C3 -0.391 -0.045 -1.384
C4 0.629 -0.548 -0.671
C5 2.010 -0.623 -1.241
C6 0.433 -1.099 0.692
H1 -1.953 2.254 -1.661
H2 -3.197 1.795 -0.475
H3 -1.386 2.154 -0.038
H4 -2.076 -0.435 -0.070
H5 -2.470 -0.197 -1.751
H6 -0.143 0.231 -2.420
H7 2.042 -0.317 -2.298
H8 2.436 -1.629 -1.066
H9 2.679 0.022 -0.633
H10 -0.566 -1.560 0.802
H11 1.115 -1.942 0.858
H12 1.767 0.712 1.725
S1 0.573 0.110 2.048

Here are the natural (NBO) charges for atoms 1 to 8, given in e: -0.605, -0.443, -0.162, -0.021, -0.629, -0.554, 0.202, 0.211


# 7
C6H12S | ωB97M-V with the def2-TZVPD basis set

HOMO energy = -0.311 hartree
ΔE to the lowest compared entry with this formula, charge and spin = 61.6 kcal per mole
electronic energy = -633.8865 a.u.
LUMO level = 0.89 eV
frontier orbital gap = 0.343 Eh

CARTESIAN COORDINATES (ANGSTROEM)
C1 2.113 -0.936 0.512
C2 1.221 -0.510 -0.562
C3 -1.411 -0.439 -1.148
C4 -0.452 1.675 -0.152
C5 -0.823 -0.292 1.319
C6 -0.523 0.109 -0.048
S1 2.686 0.498 -0.459
H1 1.927 -0.609 1.423
H2 2.617 -1.899 0.425
H3 1.163 -1.094 -1.477
H4 -1.877 -1.492 -1.230
H5 -0.908 -0.326 -2.056
H6 -2.201 0.352 -1.122
H7 0.521 1.815 0.464
H8 -0.134 2.014 -1.214
H9 -1.168 2.388 0.309
H10 -1.956 -0.647 1.269
H11 -0.587 0.530 2.080
H12 -0.205 -1.139 1.668

Here are the natural (NBO) charges for atoms 1 to 8, given in e: -0.479, -0.319, -0.647, -0.662, -0.656, 0.041, 0.097, 0.206


# 8
C6H12S2Si | ωB97M-V with the def2-TZVPD basis set

HOMO energy = -0.276 hartree
ΔE to the lowest compared entry with this formula, charge and spin = 0.0 kcal per mole
electronic energy = -1321.6411 a.u.
LUMO level = 0.55 eV
frontier orbital gap = 0.296 Eh

CARTESIAN COORDINATES (ANGSTROEM)
C1 -1.457 0.281 -1.443
C2 -1.930 -0.799 -2.054
C3 -1.272 0.290 0.006
C4 1.504 0.834 -0.892
C5 0.969 -1.674 0.852
C6 0.793 1.296 1.857
Si1 0.468 0.095 0.486
S1 -2.414 -2.178 -1.112
S2 -2.158 -1.113 0.688
H1 -1.146 1.151 -2.116
H2 -1.866 -0.938 -3.038
H3 -1.881 1.191 0.550
H4 1.175 1.808 -0.643
H5 2.576 0.742 -0.727
H6 1.308 0.615 -1.968
H7 0.368 -1.864 1.718
H8 0.508 -2.482 0.288
H9 1.931 -2.034 1.069
H10 0.099 1.425 2.711
H11 1.690 1.107 2.409
H12 0.735 2.246 1.360

Here are the natural (NBO) charges for atoms 1 to 8, given in e: -0.224, -0.357, -0.875, -1.112, -1.136, -1.132, 1.693, 0.145


# 9
C6H12Si | ωB97M-V with the def2-TZVPD basis set

HOMO energy = -0.324 hartree
structure (SMILES) = C[C@@H]1CC/C1=C/[SiH3]
ΔE to the lowest compared entry with this formula, charge and spin = 79.1 kcal per mole
electronic energy = -525.1748 a.u.
LUMO level = 0.95 eV
frontier orbital gap = 0.359 Eh

CARTESIAN COORDINATES (ANGSTROEM)
C1 0.015 0.811 0.086
C2 -1.445 0.998 0.068
C3 1.399 1.587 0.182
C4 2.099 0.320 -0.407
C5 0.721 -0.442 -0.325
C6 0.681 -1.564 0.741
Si1 -2.836 -0.178 -0.413
H1 -1.843 1.990 0.232
H2 1.374 2.404 -0.586
H3 1.675 1.631 1.179
H4 2.524 0.436 -1.444
H5 2.810 -0.065 0.255
H6 0.396 -0.989 -1.162
H7 -0.386 -1.849 0.994
H8 0.997 -1.371 1.811
H9 1.402 -2.362 0.446
H10 -3.653 0.569 -1.356
H11 -3.795 -0.698 0.597
H12 -2.134 -1.228 -0.897

Here are the natural (NBO) charges for atoms 1 to 8, given in e: 0.132, -0.684, -0.452, -0.390, -0.301, -0.610, 0.896, 0.210


# 10
C6H12Si | ωB97M-V with the def2-TZVPD basis set

HOMO energy = -0.305 hartree
ΔE to the lowest compared entry with this formula, charge and spin = 103.4 kcal per mole
electronic energy = -525.1362 a.u.
LUMO level = -0.71 eV
frontier orbital gap = 0.279 Eh

CARTESIAN COORDINATES (ANGSTROEM)
C1 -3.513 -0.989 -0.995
C2 -3.223 -1.150 0.327
C3 2.341 -0.076 1.349
C4 1.402 0.180 0.160
C5 2.223 0.755 -1.040
C6 0.186 1.006 0.418
Si1 1.531 -1.713 0.701
H1 -4.389 -0.597 -1.427
H2 -2.940 -1.452 -1.868
H3 -2.282 -1.644 0.556
H4 -3.692 -0.757 1.138
H5 3.366 0.202 1.089
H6 2.052 0.190 2.322
H7 1.605 0.562 -1.870
H8 3.102 0.042 -1.097
H9 2.521 1.850 -0.895
H10 -0.328 1.178 -0.520
H11 0.499 1.966 0.713
H12 -0.463 0.446 0.938

Here are the natural (NBO) charges for atoms 1 to 8, given in e: -0.374, -0.382, -0.902, -0.426, -0.600, -0.616, 0.853, 0.186


What is the electronic energy in the third record?
-934.9319 a.u.